Here is C12H33ClNbO4S as an isolated structure from the Open Molecules 2025 dataset. Energies are from ωB97M-V/def2-TZVPD.

Properties
* M: 401.82 g/mol
* E: -1693.00064 hartree
* HOMO: -4.701 eV
* total charge: -1
* 2S+1: 1

Last column: natural (NBO) charge in e.
Positions of all 52 atoms, in Å:
O 4.335 1.720 0.247  -0.8754
S 5.089 1.929 -1.011  2.0050
O 6.249 1.010 -1.063  -0.8989
Cl 5.776 3.888 -1.164  -0.2390
C 3.947 1.674 -2.414  -0.6199
C 3.116 2.916 -2.799  -0.4332
C 2.378 3.621 -1.631  -0.4169
C 0.839 3.309 -1.542  -1.0071
Nb 0.202 1.123 -1.647  1.9432
H 4.604 1.447 -3.267  0.2353
H 3.357 0.767 -2.252  0.3038
H 3.799 3.614 -3.297  0.2000
H 2.356 2.632 -3.533  0.2532
H 2.468 4.704 -1.822  0.1808
H 2.821 3.445 -0.649  0.2168
H 0.527 3.661 -0.542  0.2294
H 0.267 3.930 -2.251  0.2146
H 1.751 0.600 -0.823  -0.4714
H -0.524 1.241 0.039  -0.4242
H -1.412 1.693 -2.346  -0.4656
H 0.884 0.905 -3.326  -0.5043
H -0.345 -0.607 -1.712  -0.4246
C -1.890 1.708 4.502  -0.6439
C -1.715 0.339 3.867  -0.0589
O -0.689 0.288 2.903  -0.5149
C 0.617 0.582 3.361  -0.0694
C 1.113 -0.379 4.429  -0.6423
H -2.014 2.472 3.733  0.2192
H -2.765 1.715 5.155  0.2016
H -1.022 1.986 5.104  0.1978
H -2.632 0.073 3.338  0.1849
H -1.561 -0.432 4.633  0.1471
H 0.677 1.620 3.707  0.1522
H 1.265 0.509 2.488  0.2155
H 0.536 -0.290 5.354  0.1888
H 2.157 -0.174 4.668  0.2113
H 1.024 -1.411 4.086  0.2108
C -2.759 -4.748 0.121  -0.6433
C -3.155 -3.347 -0.314  -0.0623
O -2.357 -2.831 -1.357  -0.5102
C -2.378 -3.544 -2.573  -0.0642
C -3.753 -3.616 -3.216  -0.6434
H -1.696 -4.786 0.364  0.2161
H -3.335 -5.049 0.999  0.2044
H -2.944 -5.482 -0.667  0.1943
H -3.022 -2.663 0.525  0.1951
H -4.216 -3.306 -0.587  0.1483
H -1.956 -4.548 -2.437  0.1475
H -1.700 -3.009 -3.239  0.2020
H -4.450 -4.205 -2.616  0.1922
H -3.687 -4.080 -4.202  0.2052
H -4.176 -2.616 -3.324  0.2170


Here is a 4-piece molecular cluster, C12H33NO4S2 overall from the Open Molecules 2025 dataset. Energies are from ωB97M-V/def2-TZVPD.

Properties
* M: 319.53 g/mol
* E: -1628.53175 hartree
* HOMO: -5.848 eV
* 2S+1: 1
* energy above the lowest of the compared OMol25 structures with the same formula, charge and spin: 3.921 eV

Last column: natural (NBO) charge in e.
Positions of all 52 atoms, in Å:
C -2.056 1.321 2.480  -0.5470
C -1.300 0.406 1.301  -0.2657
N -2.022 -0.760 0.666  -0.2234
C -1.963 -1.848 1.663  -0.4157
C -3.448 -0.409 0.306  -0.2240
C -3.561 0.708 -0.669  -0.6617
C -1.298 -1.200 -0.538  -0.2918
C -1.957 -2.338 -1.408  -0.0785
O -1.180 -2.680 -2.657  -0.5421
C -1.813 -3.716 -3.405  -0.1665
H -3.085 1.491 2.068  0.2002
H -1.416 1.982 2.778  0.2268
H -2.100 0.646 3.145  0.1790
H -0.435 0.273 1.765  0.2300
H -1.027 1.047 0.392  0.2883
H -2.401 -1.499 2.525  0.2198
H -0.978 -2.094 2.216  0.2525
H -2.322 -2.726 1.444  0.2121
H -4.059 -0.052 1.196  0.2329
H -4.027 -1.401 -0.019  0.2329
H -3.109 1.612 -0.339  0.2529
H -4.649 1.156 -0.762  0.2509
H -3.130 0.268 -1.615  0.2316
H -0.309 -1.504 -0.261  0.2497
H -1.023 -0.345 -1.232  0.2929
H -3.060 -2.199 -1.784  0.1837
H -1.880 -3.202 -0.867  0.1700
H -2.150 -4.470 -2.381  0.1171
H -1.098 -3.897 -3.989  0.1827
H -2.713 -3.428 -3.847  0.1651
O 0.808 2.097 -0.894  -1.2962
H 0.744 1.277 -0.450  0.3561
C 3.690 2.996 1.831  -0.8816
S 2.272 2.049 1.778  1.3825
O 2.707 0.677 2.015  -1.0292
C 1.629 2.639 3.338  -0.8530
H 3.950 3.037 2.938  0.2331
H 3.669 4.083 1.280  0.2605
H 4.298 2.339 1.265  0.2531
H 1.383 3.613 3.191  0.2175
H 2.119 2.473 4.400  0.2112
H 0.891 2.187 3.710  0.1999
C 3.747 -0.257 -0.943  -0.8055
S 3.871 1.034 -2.135  1.2413
O 5.375 1.307 -2.183  -0.9906
C 3.340 -0.070 -3.594  -0.7278
H 4.313 -0.105 -0.150  0.2269
H 4.283 -1.232 -1.489  0.1965
H 2.646 -0.409 -0.680  0.2400
H 3.983 -0.741 -3.592  0.1873
H 3.431 0.494 -4.373  0.2045
H 2.420 -0.632 -3.441  0.2191